# 1
{
  "formula": "C39H49AsFeN8OP2",
  "method": "ωB97M-V/def2-TZVPD",
  "molar_mass_g_mol": 838.59,
  "orbital_gap_ev": [6.61, 4.91],
  "s2": 8.761,
  "fmax_ha_per_bohr": 0.0116,
  "spin_multiplicity": 6,
  "total_charge": 3,
  "symbols": ["As", "Fe", "P", "P", "O", "N", "N", "N", "N", "N", "N", "N", "N", "C", "C", "C", "C", "C", "C", "C", "C", "C", "C", "C", "C", "C", "C", "C", "C", "C", "C", "C", "C", "C", "C", "C", "C", "C", "C", "C", "C", "C", "C", "C", "C", "C", "C", "C", "C", "C", "C", "C", "H", "H", "H", "H", "H", "H", "H", "H", "H", "H", "H", "H", "H", "H", "H", "H", "H", "H", "H", "H", "H", "H", "H", "H", "H", "H", "H", "H", "H", "H", "H", "H", "H", "H", "H", "H", "H", "H", "H", "H", "H", "H", "H", "H", "H", "H", "H", "H", "H"],
  "coordinates": [[-4.602, 0.426, 0.586], [0.784, -0.366, -0.370], [-0.835, 1.210, -1.452], [0.429, 1.196, 1.560], [-2.759, 0.429, 0.123], [4.552, 1.315, -3.167], [-1.132, -4.424, 1.652], [-1.721, 2.298, 2.380], [-2.873, 2.740, -0.426], [2.083, -1.933, -0.782], [6.585, -7.261, -1.749], [2.553, 0.530, -1.402], [-0.189, -2.084, 0.483], [1.311, 2.927, 3.533], [3.874, -4.041, -1.151], [3.746, 2.199, -2.599], [-0.343, 2.823, -2.124], [3.411, -0.360, -1.930], [-4.789, 4.333, 2.045], [-1.839, -3.305, 1.669], [-3.596, 3.722, 1.689], [0.281, 0.141, 3.028], [7.025, -6.023, -1.565], [-2.952, 2.917, 2.633], [-1.281, 1.868, 1.269], [-4.973, -1.211, -0.406], [-3.466, 2.768, 3.921], [1.332, 3.835, 1.221], [2.684, -4.214, -0.436], [3.015, 2.072, 1.900], [-2.966, 0.864, -3.241], [6.189, -4.933, -1.375], [-1.604, 0.278, -2.855], [3.225, -1.750, -1.465], [2.738, 1.810, -1.727], [-1.729, -1.193, -2.459], [0.530, -3.226, 0.445], [-1.379, -2.129, 1.091], [-4.366, -0.441, 2.321], [1.580, 2.581, 2.057], [-4.673, 3.358, 4.249], [-5.334, 4.139, 3.308], [4.135, -2.765, -1.666], [-2.058, 1.640, -0.059], [0.042, -4.384, 1.040], [-0.629, 0.403, -4.034], [4.393, 0.047, -2.830], [4.813, -5.153, -1.353], [5.274, -7.464, -1.738], [4.346, -6.454, -1.534], [1.819, -3.151, -0.276], [-2.950, 3.965, 0.359], [3.174, 1.112, 2.397], [-6.267, 4.621, 3.567], [-0.282, -0.763, 2.816], [-0.080, 3.511, -1.321], [5.041, -2.589, -2.228], [4.945, -8.483, -1.902], [1.531, 3.693, 0.161], [-3.553, 4.671, -0.210], [8.101, -5.892, -1.569], [-3.627, 0.098, 2.912], [-3.682, 0.826, -2.421], [-1.209, 3.233, -2.649], [-0.249, 0.714, 3.787], [-2.805, -3.333, 2.159], [0.615, -5.303, 1.024], [-3.378, 0.282, -4.068], [3.690, 2.787, 2.371], [-2.913, 2.186, 4.647], [-0.977, -0.251, -4.836], [3.892, 3.244, -2.845], [-5.318, -0.375, 2.848], [5.055, -0.673, -3.296], [1.921, 3.799, 3.775], [3.289, -6.684, -1.562], [-2.357, -1.334, -1.583], [0.467, 2.749, -2.844], [-2.884, 1.893, -3.598], [-0.586, 1.414, -4.436], [1.271, -0.126, 3.396], [2.466, -5.177, 0.002], [0.317, 4.214, 1.350], [6.616, -3.953, -1.211], [-5.295, 4.974, 1.334], [-4.216, -1.978, -0.242], [-0.743, -1.648, -2.282], [-5.925, -1.588, -0.026], [-2.169, -1.750, -3.289], [2.079, 2.535, -1.278], [-1.962, -1.218, 1.100], [-5.093, -1.020, -1.470], [3.307, 1.976, 0.855], [-5.088, 3.232, 5.240], [0.385, 0.082, -3.772], [-3.058, 2.860, -1.408], [2.014, 4.615, 1.563], [0.270, 3.183, 3.719], [1.614, 2.129, 4.207], [-1.961, 4.427, 0.495], [-4.095, -1.493, 2.230]],
  "atomic_forces_ev_per_a": [[0.021, 0.032, -0.002], [0.375, 0.446, -0.115], [-0.025, -0.211, 0.086], [-0.239, -0.163, -0.064], [0.044, -0.172, -0.146], [0.030, 0.064, -0.013], [0.011, 0.017, -0.014], [-0.039, -0.040, -0.301], [0.272, -0.017, -0.054], [0.134, -0.306, 0.038], [-0.011, -0.017, -0.001], [0.101, -0.047, -0.221], [-0.027, -0.295, 0.076], [0.076, -0.011, -0.013], [-0.015, 0.070, -0.009], [-0.021, 0.086, 0.022], [-0.062, 0.046, 0.018], [-0.064, -0.021, 0.102], [0.029, -0.028, 0.029], [-0.099, 0.031, 0.024], [-0.101, 0.084, 0.060], [-0.027, 0.058, 0.051], [0.177, 0.064, 0.006], [0.024, -0.023, 0.079], [0.150, 0.162, 0.305], [-0.048, 0.021, 0.032], [-0.054, 0.025, -0.032], [0.025, 0.032, 0.007], [-0.009, 0.013, -0.033], [0.050, 0.040, 0.007], [0.010, 0.019, 0.018], [-0.128, -0.007, -0.006], [-0.119, 0.054, -0.034], [-0.051, 0.106, -0.025], [-0.021, -0.033, 0.022], [-0.006, -0.106, -0.066], [0.029, 0.123, -0.060], [0.060, 0.037, -0.059], [0.003, -0.003, 0.012], [-0.081, 0.065, 0.081], [-0.015, -0.007, 0.000], [0.019, 0.005, -0.034], [-0.024, -0.041, -0.003], [-0.233, 0.211, 0.064], [0.080, 0.008, -0.054], [0.028, -0.031, -0.020], [-0.055, -0.183, 0.100], [0.034, -0.094, -0.018], [-0.076, -0.136, -0.016], [0.048, 0.142, 0.026], [-0.097, 0.072, 0.014], [0.029, 0.016, -0.004], [-0.010, -0.011, 0.023], [-0.008, -0.001, 0.008], [0.004, -0.013, -0.008], [0.005, 0.003, -0.010], [-0.003, -0.006, 0.006], [-0.003, 0.012, 0.003], [-0.019, -0.020, -0.041], [0.027, 0.000, -0.008], [-0.016, 0.006, 0.000], [0.011, 0.014, 0.010], [-0.018, -0.037, 0.037], [0.015, 0.028, 0.028], [0.017, 0.005, 0.026], [0.026, -0.024, 0.003], [-0.025, -0.003, 0.014], [0.014, -0.010, -0.002], [0.016, 0.002, -0.022], [0.005, -0.006, 0.004], [-0.002, 0.000, -0.009], [0.000, -0.005, -0.003], [-0.007, -0.018, 0.007], [0.006, 0.027, 0.001], [0.000, -0.004, -0.005], [-0.015, -0.001, -0.001], [0.009, 0.012, 0.024], [0.026, -0.053, 0.049], [0.007, 0.009, 0.005], [0.001, -0.001, -0.009], [0.017, -0.011, -0.010], [-0.005, 0.003, -0.007], [-0.001, -0.012, -0.001], [0.003, 0.011, 0.008], [-0.006, 0.008, -0.006], [0.022, 0.018, 0.015], [-0.010, 0.035, 0.030], [-0.012, -0.008, -0.011], [-0.018, 0.019, -0.003], [0.005, 0.003, -0.026], [-0.015, -0.004, -0.008], [0.018, 0.020, -0.017], [0.004, -0.017, 0.003], [0.001, 0.001, 0.003], [0.007, -0.002, 0.004], [-0.122, -0.123, 0.008], [0.000, -0.008, 0.001], [-0.023, 0.004, -0.012], [-0.002, -0.022, 0.022], [-0.031, -0.024, 0.017], [-0.013, 0.044, -0.003]],
  "lowdin_charge": [1.26, 0.83, 1.07, 1.04, -0.47, 0.15, 0.15, 0.13, 0.00, 0.04, 0.10, 0.04, 0.03, -0.07, -0.09, -0.05, -0.20, -0.16, -0.01, -0.05, -0.17, -0.20, -0.10, -0.24, -0.34, -0.30, -0.01, -0.07, 0.09, -0.07, -0.05, 0.00, -0.69, -0.17, -0.11, -0.09, -0.15, -0.10, -0.29, -0.68, -0.04, -0.02, 0.09, -0.66, -0.01, -0.08, -0.01, -0.18, -0.10, 0.00, -0.17, -0.12, 0.09, 0.12, 0.03, 0.04, 0.13, 0.12, 0.05, 0.14, 0.12, 0.01, 0.06, 0.07, 0.06, 0.12, 0.13, 0.11, 0.11, 0.12, 0.11, 0.14, 0.04, 0.14, 0.11, 0.12, 0.05, 0.05, 0.09, 0.09, 0.07, 0.13, 0.08, 0.12, 0.13, 0.02, 0.06, 0.05, 0.11, 0.07, 0.08, 0.02, 0.06, 0.12, 0.08, 0.10, 0.11, 0.08, 0.09, 0.12, 0.00]
}

***

# 2
{
  "formula": "C39H49BBrCaN9O",
  "method": "ωB97M-V/def2-TZVPD",
  "molar_mass_g_mol": 790.68,
  "orbital_gap_ev": 7.29,
  "fmax_ha_per_bohr": 0.0080,
  "total_charge": 0,
  "symbols": ["Br", "Ca", "O", "N", "N", "N", "N", "N", "N", "N", "N", "N", "C", "C", "C", "C", "C", "C", "C", "C", "C", "C", "C", "C", "C", "C", "C", "C", "C", "C", "C", "C", "C", "C", "C", "C", "C", "C", "C", "C", "C", "C", "C", "C", "C", "C", "C", "C", "C", "C", "C", "B", "H", "H", "H", "H", "H", "H", "H", "H", "H", "H", "H", "H", "H", "H", "H", "H", "H", "H", "H", "H", "H", "H", "H", "H", "H", "H", "H", "H", "H", "H", "H", "H", "H", "H", "H", "H", "H", "H", "H", "H", "H", "H", "H", "H", "H", "H", "H", "H", "H"],
  "coordinates": [[0.672, -5.101, -5.391], [-0.253, -0.369, 0.201], [-2.311, -0.879, -0.345], [2.117, -0.176, -0.197], [0.892, 0.771, 2.819], [-0.557, -2.881, -0.016], [2.591, 0.595, 0.828], [0.807, 2.450, 0.845], [-3.781, -6.807, -1.607], [-0.066, 2.019, -0.120], [-0.136, -0.105, 2.588], [-4.219, -6.089, -0.697], [-4.571, -3.727, -0.475], [-0.669, -6.851, -3.593], [-1.037, 3.950, -2.988], [-1.636, 1.603, -2.413], [-0.547, 3.098, -0.720], [-1.700, -7.214, -2.740], [4.346, -0.145, -0.296], [-2.857, -5.156, -3.229], [1.538, -1.537, -2.555], [3.556, -2.859, -1.900], [-4.140, -2.395, -0.416], [-0.055, -5.204, 0.248], [-1.441, -2.770, 3.428], [0.000, 4.253, -0.143], [0.053, 0.228, 4.789], [3.941, 0.613, 0.782], [0.851, 3.800, 0.841], [-0.644, -0.433, 3.774], [2.039, 1.865, 4.775], [-1.826, -1.369, 3.909], [-1.864, -3.193, -0.222], [1.697, 4.614, 1.761], [-0.746, -5.636, -4.253], [-3.687, -4.775, -0.476], [1.020, 0.974, 4.146], [-1.527, 3.023, -1.868], [-1.358, -5.540, 0.017], [-1.842, -4.801, -4.101], [3.003, -1.449, -2.134], [4.798, 1.354, 1.754], [-2.762, -6.347, -2.520], [-2.784, -2.077, -0.359], [0.305, -3.845, 0.205], [-2.250, -1.451, 5.377], [-3.002, -0.838, 3.083], [3.163, -0.616, -0.882], [-2.904, 3.491, -1.382], [3.798, -0.776, -3.261], [-2.308, -4.531, -0.246], [1.697, 1.521, 1.715], [-1.675, -6.574, 0.055], [1.906, 2.907, 4.483], [0.928, -2.063, -1.817], [4.648, 2.431, 1.687], [-0.114, 0.176, 5.850], [1.451, 4.426, 2.806], [3.055, 1.578, 4.504], [4.616, -2.828, -1.640], [-3.274, 2.839, -0.588], [1.455, -2.101, -3.486], [-3.108, -2.118, 5.475], [2.450, 2.226, 2.300], [-0.057, 3.635, -3.351], [2.759, 4.403, 1.627], [-1.738, 3.926, -3.825], [-5.628, -3.947, -0.572], [-2.298, 1.596, -3.282], [-3.329, 0.134, 3.459], [-0.661, 1.235, -2.744], [1.334, -3.546, 0.374], [-3.844, -1.532, 3.150], [-1.680, -8.165, -2.223], [-0.191, 5.279, -0.406], [-1.065, -2.750, 2.407], [-2.541, -0.472, 5.762], [4.857, -0.699, -3.008], [-1.894, -3.870, -4.648], [3.027, -3.358, -1.087], [3.423, 0.231, -3.450], [5.845, 1.141, 1.545], [-0.663, -3.201, 4.063], [1.113, -0.545, -2.726], [1.946, 1.803, 5.858], [-1.447, -1.846, 6.001], [-2.052, 0.904, -1.687], [5.361, -0.323, -0.607], [-4.856, -1.585, -0.447], [-0.955, 4.983, -2.648], [4.589, 1.054, 2.781], [-2.748, -0.721, 2.030], [3.441, -3.465, -2.801], [-2.858, 4.509, -0.992], [0.697, -5.949, 0.466], [-2.311, -3.430, 3.454], [-3.698, -4.491, -3.087], [0.179, -7.503, -3.745], [-3.622, 3.470, -2.204], [3.712, -1.354, -4.183], [1.531, 5.671, 1.560]],
  "atomic_forces_ev_per_a": [[0.025, 0.003, -0.019], [-0.251, -0.182, -0.272], [-0.298, 0.070, -0.075], [-0.103, 0.134, 0.203], [0.008, -0.069, 0.065], [0.062, 0.112, 0.077], [-0.005, -0.035, -0.047], [-0.042, 0.054, -0.070], [0.118, -0.120, -0.043], [0.258, -0.071, 0.284], [0.248, 0.218, -0.140], [-0.138, 0.124, -0.021], [0.067, 0.028, 0.037], [-0.013, 0.048, -0.024], [-0.015, 0.000, -0.004], [0.026, -0.058, -0.094], [-0.079, -0.101, -0.132], [-0.032, 0.088, -0.038], [-0.004, -0.061, 0.048], [0.090, 0.028, -0.072], [-0.090, -0.076, -0.026], [0.019, -0.021, 0.030], [0.113, 0.035, -0.136], [0.025, 0.109, -0.017], [0.028, -0.057, -0.030], [-0.012, -0.005, 0.030], [0.058, -0.038, 0.000], [0.030, 0.085, 0.045], [0.046, 0.020, 0.041], [-0.165, -0.041, -0.077], [0.041, 0.035, 0.029], [0.031, 0.034, 0.061], [-0.026, -0.106, 0.033], [0.010, 0.028, 0.015], [0.000, -0.039, 0.036], [-0.030, -0.118, 0.025], [0.007, 0.070, 0.009], [0.035, 0.052, 0.020], [0.011, -0.007, 0.000], [0.012, 0.048, -0.032], [0.077, 0.069, -0.016], [0.044, 0.004, 0.017], [-0.124, -0.108, 0.157], [-0.001, -0.227, 0.116], [0.033, -0.076, 0.004], [-0.016, -0.015, -0.011], [-0.047, 0.014, -0.013], [-0.159, -0.040, -0.089], [-0.016, -0.009, 0.030], [-0.003, -0.002, -0.012], [-0.085, 0.090, -0.023], [0.171, 0.035, 0.063], [0.011, -0.014, 0.009], [-0.008, -0.006, -0.003], [0.043, 0.033, -0.011], [-0.005, 0.000, -0.008], [0.007, 0.001, 0.007], [-0.005, -0.005, -0.002], [-0.006, -0.009, -0.002], [0.000, 0.014, 0.001], [0.005, -0.009, -0.001], [0.008, 0.010, -0.011], [0.000, -0.008, -0.016], [0.027, 0.041, 0.032], [0.001, -0.001, 0.003], [0.002, 0.000, -0.003], [-0.004, -0.005, 0.002], [-0.003, -0.011, -0.005], [-0.011, 0.002, 0.011], [0.011, 0.002, 0.002], [0.017, 0.003, 0.023], [-0.005, -0.007, 0.015], [-0.010, 0.011, 0.007], [0.002, 0.000, 0.014], [0.009, 0.014, 0.007], [-0.019, 0.016, -0.015], [0.010, 0.003, -0.001], [0.008, -0.005, 0.005], [-0.001, 0.000, 0.001], [0.000, 0.004, -0.009], [0.000, 0.002, 0.003], [-0.003, -0.001, -0.009], [0.002, 0.018, 0.009], [0.018, 0.021, 0.011], [-0.007, -0.008, 0.000], [0.003, 0.006, 0.006], [-0.027, 0.035, 0.008], [0.011, -0.005, -0.005], [0.001, 0.009, 0.003], [-0.011, 0.004, 0.007], [-0.006, -0.004, -0.004], [0.017, -0.023, -0.012], [0.001, 0.006, -0.012], [0.008, 0.005, -0.006], [-0.017, -0.026, -0.005], [0.000, -0.006, 0.017], [-0.002, -0.041, 0.011], [0.004, -0.001, -0.007], [0.003, -0.001, -0.008], [-0.010, -0.016, 0.004], [-0.005, -0.003, -0.007]],
  "lowdin_charge": [0.72, 1.40, -0.28, 0.01, 0.02, 0.02, 0.02, 0.02, 0.07, 0.02, 0.02, 0.08, -0.03, -0.12, -0.05, -0.05, -0.25, -0.04, 0.03, -0.02, -0.05, -0.03, 0.00, -0.03, -0.03, 0.03, 0.03, -0.26, -0.26, -0.25, -0.02, -0.54, -0.15, -0.02, -0.69, -0.26, -0.26, -0.55, 0.00, -0.11, -0.54, -0.02, -0.28, -0.39, -0.14, -0.06, -0.03, -0.25, -0.04, -0.04, -0.11, -0.49, 0.12, 0.07, 0.05, 0.08, 0.11, 0.07, 0.07, 0.09, 0.09, 0.08, 0.09, 0.09, 0.09, 0.08, 0.08, 0.12, 0.09, 0.09, 0.08, 0.10, 0.09, 0.12, 0.11, 0.05, 0.09, 0.08, 0.10, 0.07, 0.09, 0.08, 0.09, 0.08, 0.08, 0.08, 0.05, 0.11, 0.11, 0.08, 0.07, 0.05, 0.09, 0.08, 0.11, 0.09, 0.12, 0.10, 0.09, 0.09, 0.08]
}